(1)
Entry from OMol25: a 3-piece molecular cluster, C4H7ClO3S overall (ωB97M-V/def2-TZVPD).

Output
Multiplicity: 1
HOMO (eV): -9.30

Geometry as XYZ:
```
16
Properties=species:S:1:pos:R:3:lowdin_charge:R:1
C -0.1293 1.2833 0.8592 -0.063
C -1.0099 0.3994 0.1240 -0.251
C -2.4438 -1.1801 -1.1273 -0.114
C -1.9703 0.0974 -0.6896 -0.157
O 3.3251 -0.3178 0.0309 -0.464
O 2.6112 -2.5780 0.4144 -0.389
O -0.0099 -0.1217 0.8913 -0.057
S 2.6096 -1.2211 0.8802 0.928
Cl 3.6543 2.4673 0.8601 0.317
H 0.6672 1.7220 0.2566 0.099
H -0.3159 1.7552 1.7658 0.097
H -3.5908 -1.2964 -0.7420 0.136
H -1.7450 -2.0370 -1.0322 0.092
H -2.6967 -1.1522 -2.1883 0.063
H 3.6192 1.2320 0.6304 -0.350
H -2.5750 0.9477 -0.9335 0.114
```


(2)
Entry from OMol25: one molecule with the formula C4H7ClS2 (ωB97M-V/def2-TZVPD).

Output
Multiplicity: 1
HOMO (eV): -8.92

Geometry as XYZ:
```
14
Properties=species:S:1:pos:R:3:lowdin_charge:R:1
S 1.0469 2.2999 -0.4847 0.678
C 0.3057 0.9018 0.5171 -0.693
C 0.8091 -0.5238 0.2150 -0.729
S 1.5278 -0.6257 -1.3906 0.710
C -0.6942 -1.0154 0.4634 -0.184
C -1.1457 0.4889 0.2706 -0.648
Cl -1.8096 0.5995 -1.4187 0.573
H 0.3770 1.8457 -1.5813 -0.176
H 0.3887 1.0953 1.6314 0.129
H 1.5566 -0.9030 0.9725 0.107
H 1.4641 -1.9979 -1.3912 -0.100
H -1.1485 -1.7213 -0.2266 0.084
H -0.6771 -1.4015 1.5530 0.135
H -2.0009 0.9575 0.8701 0.114
```


The evaluated HOMO-LUMO gap for the records listed, in turn: 8.07 9.54 eV.
The evaluated relative energy (zero: lowest compared OMol25 entry of this formula, charge and spin) for the records listed, in turn: 3.040 1.014 eV.
The evaluated F_max for the records listed, in turn: 3.80 2.04 eV Å⁻¹.